Record 1
The following is a quantum chemistry calculation of C22H25N3O3 in the gas phase in a non-equilibrium geometry, from the Open Molecules 2025 dataset.

The value obtained for the HOMO-LUMO gap is 8.73 eV. For the HOMO energy, the calculation gives -8.30 eV. The SMILES is CCc1ccc(/C(C)=N/NC(=O)CNC(=O)/C=C/c2ccccc2OC)cc1. The energy above the lowest of the compared OMol25 structures with the same formula, charge and spin comes out at 79.25 kcal per mole. The LUMO energy is 0.0161 Eh. Its spin multiplicity is 1.

```
53
Properties=species:S:1:pos:R:3:lowdin_charge:R:1
C -7.99446 -3.39173 0.32160 -0.12
H -7.47017 -3.61530 -0.60470 0.08
H -7.39404 -3.73994 1.15849 0.07
H -8.93119 -3.94495 0.32703 0.07
C -8.27825 -1.89878 0.43210 -0.21
C -7.07343 -1.00289 0.31809 -0.23
C -5.76595 -1.46509 0.41230 -0.03
C -4.69800 -0.59560 0.31878 -0.01
C -4.89849 0.77293 0.13630 -0.18
C -6.20924 1.23804 0.03270 -0.03
C -7.27101 0.36091 0.11980 -0.04
H -8.27985 0.74009 0.03063 0.11
H -6.40962 2.28431 -0.14380 0.10
C -3.74196 1.66740 0.04093 -0.28
N -2.63946 1.11377 -0.28033 0.10
N -1.49519 1.80924 -0.42865 0.04
C -0.32591 1.17072 -0.71526 -0.44
O -0.20609 -0.02327 -0.84517 0.09
C 0.84484 2.13689 -0.88748 -0.10
N 2.07079 1.39029 -0.96626 0.06
C 3.17492 1.76972 -0.26433 -0.49
O 3.23207 2.84772 0.30408 0.05
C 4.27080 0.78670 -0.30208 0.01
C 5.42061 1.04801 0.33172 0.00
C 6.61760 0.24091 0.43980 -0.14
C 7.69859 0.78744 1.13612 -0.03
C 8.88759 0.10689 1.30086 -0.09
C 9.01994 -1.16048 0.76294 -0.08
C 7.96933 -1.73462 0.06917 -0.02
C 6.76738 -1.05603 -0.10342 -0.21
O 5.70971 -1.58266 -0.77570 -0.10
C 5.80874 -2.88197 -1.30717 -0.07
H 5.98887 -3.62597 -0.52489 0.10
H 6.59530 -2.94970 -2.06554 0.10
H 4.84461 -3.08081 -1.77351 0.10
H 8.09892 -2.72432 -0.33935 0.10
H 9.94131 -1.71130 0.88010 0.10
H 9.70364 0.55853 1.84370 0.10
H 7.58861 1.77730 1.55430 0.11
H 5.47251 2.00476 0.84088 0.12
H 4.09744 -0.12557 -0.84552 0.10
H 1.95662 0.42760 -1.25538 0.13
H 0.68657 2.72049 -1.80590 0.14
H 0.92622 2.83375 -0.04563 0.13
H -1.48247 2.82280 -0.31787 0.14
C -3.92161 3.13957 0.31835 -0.02
H -4.78876 3.30295 0.95039 0.08
H -3.05124 3.54575 0.83433 0.07
H -4.05832 3.68992 -0.61350 0.09
H -3.68529 -0.95906 0.38727 0.11
H -5.56984 -2.51498 0.56077 0.10
H -8.99155 -1.61241 -0.34613 0.11
H -8.76218 -1.69795 1.39404 0.12
```

---

Record 2
The following is a quantum chemistry calculation of 2 unconnected molecules or ions with the total composition CH4FNS in a non-equilibrium geometry, from the Open Molecules 2025 dataset.

The value obtained for the HOMO-LUMO gap (alpha / beta) is 7.26 / 7.28 eV. For the HOMO energy (alpha / beta), the calculation gives -8.33 / -8.33 eV. The SMILES is CN=S.F. The energy above the lowest of the compared OMol25 structures with the same formula, charge and spin comes out at 53.49 kcal per mole. The LUMO energy (alpha / beta) is -0.0392 / -0.0389 Eh. Its spin multiplicity is 1.

```
8
Properties=species:S:1:pos:R:3:lowdin_charge:R:1
C -0.78895 -0.49287 1.02430 -0.26
N 0.21454 -1.31939 0.48804 -0.55
F 1.59270 2.00240 -1.95365 -0.09
S 0.12973 -2.09269 -0.91923 0.62
H -1.71945 -0.98190 0.92335 0.06
H -0.62402 -0.25766 2.02781 0.05
H -0.99166 0.46700 0.62116 0.08
H 2.18713 2.67511 -2.21179 0.09
```

---

Record 3
The following is a quantum chemistry calculation of 2 unconnected molecules or ions with the total composition C6H11N2 in a non-equilibrium geometry, from the Open Molecules 2025 dataset.

The value obtained for the HOMO-LUMO gap is 11.35 eV. For the HOMO energy, the calculation gives -15.04 eV. Its charge is +1. The energy above the lowest of the compared OMol25 structures with the same formula, charge and spin comes out at 58.88 kcal per mole. The LUMO energy is -0.1356 Eh. Its spin multiplicity is 1.

```
19
Properties=species:S:1:pos:R:3:lowdin_charge:R:1
C -1.51705 0.01328 -0.13587 0.11
C 1.81655 -1.24717 -0.20837 -0.08
C 2.89206 -0.44976 0.39152 -0.06
C 1.79052 0.27121 -0.40537 -0.23
C -3.89964 -0.88381 -0.03832 -0.08
C 0.83362 1.03512 0.32535 -0.14
N -2.59987 -0.39723 -0.10298 -0.07
N 0.45858 2.22916 -0.01954 0.19
H 2.01386 -1.83108 -1.09193 0.12
H 1.05686 -1.66090 0.43512 0.11
H 2.91351 -0.30306 1.45952 0.12
H 3.86489 -0.43475 -0.07406 0.12
H -4.01866 -1.69638 -0.75581 0.10
H -4.09682 -1.25349 0.96901 0.10
H -4.59961 -0.08204 -0.27647 0.10
H 2.06773 0.64912 -1.38068 0.15
H 0.51314 0.66428 1.29260 0.14
H -0.21462 2.74913 0.52826 0.15
H 0.72495 2.62838 -0.91199 0.15
```

---

Record 4
The following is a quantum chemistry calculation of C6H12O in the gas phase in a non-equilibrium geometry, from the Open Molecules 2025 dataset.

The value obtained for the HOMO-LUMO gap (alpha / beta) is 7.65 / 7.89 eV. For the HOMO energy (alpha / beta), the calculation gives -7.17 / -7.11 eV. The energy above the lowest of the compared OMol25 structures with the same formula, charge and spin comes out at 134.54 kcal per mole. The LUMO energy (alpha / beta) is 0.0176 / 0.0284 Eh. Its spin multiplicity is 1.

```
19
Properties=species:S:1:pos:R:3:lowdin_charge:R:1
C -2.13231 0.58527 0.06896 -0.12
C -1.11712 -0.08054 0.94034 -0.20
C -0.36865 -1.51280 -0.74712 -0.14
O 0.33320 -0.39944 -1.27971 -0.13
C 1.10966 -0.16683 -0.15679 -0.37
C 2.41016 0.50715 -0.48724 -0.04
C 0.23174 0.44805 1.00833 -0.18
H -3.06673 0.01412 0.01745 0.08
H -1.72926 0.69904 -0.95216 0.08
H -2.38131 1.59566 0.42395 0.08
H -1.48416 -0.69453 1.75951 0.11
H 0.06329 -2.42235 -1.18055 0.10
H -1.43660 -1.52424 -0.98663 0.09
H 0.40820 -1.52382 0.23787 0.15
H 3.03448 -0.16483 -1.08602 0.08
H 2.95216 0.77028 0.42716 0.08
H 2.24471 1.42055 -1.07657 0.09
H 0.22281 1.52312 0.77388 0.13
H 0.75521 0.29829 1.95712 0.12
```

---

Record 5
The following is a quantum chemistry calculation of a molecular structure, C19H27BCl2ErF4NO2PSSi in a non-equilibrium geometry, from the Open Molecules 2025 dataset.

Its expectation value of S² is 3.753. The value obtained for the HOMO-LUMO gap (alpha / beta) is 7.31 / 7.28 eV. For the HOMO energy (alpha / beta), the calculation gives -4.75 / -4.71 eV. Its charge is -1. The energy above the lowest of the compared OMol25 structures with the same formula, charge and spin comes out at 5.04 kcal per mole. The LUMO energy (alpha / beta) is 0.0943 / 0.0943 Eh. Its spin multiplicity is 4.

```
60
Properties=species:S:1:pos:R:3:lowdin_charge:R:1
Er -0.12501 -0.03218 0.41392 1.04
Cl -1.14994 -0.49079 3.08902 0.72
C 0.16446 -0.64651 4.22062 -0.62
C -0.03696 -1.43303 5.33685 -0.12
C 0.96648 -1.54376 6.28316 -0.11
C 2.16041 -0.86691 6.08840 -0.13
C 2.34785 -0.10038 4.95306 -0.69
Cl 3.87030 0.70510 4.76640 0.64
C 1.35978 0.04870 3.95668 -0.73
S 1.60849 1.01350 2.54464 0.53
H -0.97719 -1.95452 5.45906 0.10
H 0.82536 -2.15968 7.16094 0.10
H 2.95523 -0.93006 6.81913 0.10
N -1.25091 2.31972 1.60933 -0.05
C -1.55306 3.28201 0.54558 -0.16
C -0.63965 3.04267 -0.66157 -0.63
O -0.42513 3.95589 -1.44620 0.03
O -0.17340 1.84952 -0.74432 -0.30
H -1.96893 2.35786 2.32165 0.07
H -0.37438 2.56018 2.06272 0.00
H -1.45042 4.32749 0.84316 0.11
H -2.57751 3.11786 0.20389 0.11
C -4.28022 0.34733 -0.09226 -0.27
Si -2.71248 -0.75604 -0.38432 0.44
C -2.97761 -1.17510 -2.25328 -0.26
C -3.29104 -2.41266 0.43817 -0.27
H -5.19402 -0.17505 -0.38864 0.01
H -4.22444 1.27203 -0.67683 0.00
H -4.38952 0.63438 0.95952 0.00
H -3.97598 -1.58669 -2.42568 0.01
H -2.23823 -1.90440 -2.59811 0.01
H -2.86549 -0.28304 -2.87695 0.01
H -4.25924 -2.74064 0.04864 0.01
H -3.37765 -2.30804 1.52425 0.00
H -2.56074 -3.20395 0.24910 0.01
C 2.69515 2.57254 -1.66629 -0.24
P 2.24468 0.84885 -1.22030 0.91
C 3.93618 0.11404 -1.39416 -0.26
C 1.48563 0.25799 -2.79055 -0.37
C 0.61739 1.06475 -3.52966 -0.08
C -0.01326 0.56778 -4.65985 -0.08
C 0.20340 -0.74032 -5.06804 -0.10
C 1.08118 -1.54210 -4.35561 -0.09
C 1.72282 -1.04372 -3.23214 -0.11
H 1.81139 3.20578 -1.70775 0.02
H 3.20441 2.58839 -2.63030 0.05
H 3.36750 2.95171 -0.89448 0.05
H 4.33322 0.26692 -2.39854 0.04
H 3.92914 -0.95026 -1.16090 0.03
H 4.58788 0.60772 -0.67149 0.04
H 0.42088 2.08119 -3.21469 0.09
H -0.68654 1.20734 -5.21775 0.10
H -0.32628 -1.13574 -5.92591 0.10
H 1.25653 -2.56509 -4.66516 0.10
H 2.40503 -1.68402 -2.68797 0.10
F 1.82297 -1.59243 0.74267 0.02
B 0.93047 -2.63208 0.35160 -1.31
F 0.35772 -2.15879 -0.87314 0.05
F -0.12155 -2.57562 1.28865 0.06
F 1.52488 -3.84565 0.23202 0.20
```

---

Record 6
The following is a quantum chemistry calculation of a gas-phase ion, C5H13N2 (charge +1) in a non-equilibrium geometry, from the Open Molecules 2025 dataset.

The value obtained for the HOMO-LUMO gap is 8.66 eV. For the HOMO energy, the calculation gives -12.02 eV. Its charge is +1. The SMILES is N/C=C/CCC[NH3+]. The energy above the lowest of the compared OMol25 structures with the same formula, charge and spin comes out at 55.70 kcal per mole. The LUMO energy is -0.1236 Eh. Its spin multiplicity is 1.

```
20
Properties=species:S:1:pos:R:3:lowdin_charge:R:1
C -1.77464 -0.89675 -0.14524 -0.15
C -1.07563 -0.84571 1.21139 -0.17
C -0.21065 0.46989 1.44402 -0.15
N 2.22966 1.09392 -1.28635 0.05
C 1.71407 1.14987 0.02561 -0.23
C 1.17541 0.18248 0.78255 -0.15
N -0.85608 -0.56867 -1.28221 0.20
H -2.28145 -1.84587 -0.31809 0.14
H -2.55042 -0.11858 -0.11956 0.14
H -0.50730 -1.76304 1.33411 0.11
H -1.78575 -0.80841 2.03045 0.12
H -0.61591 1.31512 0.88035 0.10
H -0.08385 0.70252 2.49639 0.11
H 2.62567 0.22089 -1.61563 0.09
H 2.83651 1.83467 -1.61558 0.09
H 1.43007 2.19577 0.18196 0.12
H 1.58016 -0.81486 0.62058 0.10
H -0.05388 -1.19761 -1.26071 0.16
H -0.38764 0.34513 -1.22449 0.14
H -1.40837 -0.65078 -2.13956 0.18
```

---

Record 7
The following is a quantum chemistry calculation of a molecular structure, C18H18ClLuO5 in a non-equilibrium geometry, from the Open Molecules 2025 dataset.

The value obtained for the HOMO-LUMO gap (alpha / beta) is 1.78 / 1.85 eV. For the HOMO energy (alpha / beta), the calculation gives -6.05 / -6.08 eV. The energy above the lowest of the compared OMol25 structures with the same formula, charge and spin comes out at 68.48 kcal per mole. The LUMO energy (alpha / beta) is -0.1567 / -0.1554 Eh. Its spin multiplicity is 1.

```
43
Properties=species:S:1:pos:R:3:lowdin_charge:R:1
C -1.82143 0.10177 2.16006 -0.19
C -1.74106 1.39798 1.58098 -0.22
C -2.34456 1.32471 0.27660 -0.23
H -1.28808 2.29469 2.02050 0.11
C -2.80509 -0.01354 0.05749 -0.22
C -2.43190 -0.78706 1.19917 -0.20
H -2.71370 -1.82666 1.36205 0.10
H -1.48714 -0.20802 3.15783 0.12
H -2.49107 2.17217 -0.40881 0.11
H -3.37885 -0.36830 -0.80389 0.09
C 2.51076 0.79613 -0.63384 -0.16
C 2.60310 1.24417 0.67490 0.01
C 2.40060 0.01883 1.56805 -0.44
H 2.46173 2.22554 1.12380 0.12
C 2.50183 -1.15550 0.61444 -0.03
C 2.47729 -0.66043 -0.68056 -0.15
H 2.51054 -1.22814 -1.59948 0.08
H 2.51892 1.45940 -1.51472 0.10
H 3.06296 0.00797 2.43693 0.14
H 2.40705 -2.19179 0.92002 0.11
Lu -0.30908 0.07930 0.29669 1.69
O -0.35540 0.28589 -1.74816 -0.39
C -1.18927 0.37280 -2.89078 -0.30
C -1.75757 -0.92524 -3.33113 0.14
H -2.07605 0.99727 -2.65636 0.13
H -0.63757 0.83188 -3.72793 0.12
H -2.56215 -1.31247 -2.70163 0.13
H -3.25484 -2.59841 -4.80010 0.13
C -2.23030 -2.50241 -5.16440 0.02
C -1.32709 -1.65869 -4.43366 -0.19
C 0.02862 -1.59576 -4.90919 0.04
H 0.73805 -0.99289 -4.33588 0.13
C 0.40974 -2.26990 -6.05534 -0.04
H 1.44608 -2.22167 -6.37617 0.12
C -0.52118 -3.00294 -6.80248 -0.01
H -0.21189 -3.50099 -7.71555 0.12
C -1.84167 -3.10406 -6.34967 -0.05
H -2.56674 -3.66301 -6.93539 0.12
O -0.42516 2.06539 4.10156 -0.53
Cl 0.89890 1.59395 4.56115 0.81
O 2.00825 2.20266 3.74833 -0.53
O 0.96377 0.12253 4.62199 -0.52
O 1.04629 0.22474 1.87078 -0.39
```

---

Record 8
The following is a quantum chemistry calculation of a gas-phase ion, C2H7N2O (charge +1) in a non-equilibrium geometry, from the Open Molecules 2025 dataset.

Its expectation value of S² is 2.007. The value obtained for the HOMO-LUMO gap (alpha / beta) is 7.02 / 8.76 eV. For the HOMO energy (alpha / beta), the calculation gives -10.51 / -17.06 eV. Its charge is +1. The energy above the lowest of the compared OMol25 structures with the same formula, charge and spin comes out at 34.43 kcal per mole. The LUMO energy (alpha / beta) is -0.1283 / -0.3051 Eh. Its spin multiplicity is 3.

```
12
Properties=species:S:1:pos:R:3:lowdin_charge:R:1
C 0.03344 -0.57969 0.98734 -0.25
C -0.01066 0.49813 -1.19241 0.04
N -0.50176 0.28984 0.18841 -0.14
N 1.23317 -1.06826 0.85444 0.21
O -1.82867 0.63118 0.34548 0.11
H -0.65045 -0.86477 1.75919 0.14
H -0.95047 0.63666 -1.81012 0.13
H 0.44572 1.52589 -1.25273 0.13
H 0.63111 -0.31177 -1.57208 0.11
H 1.73847 -1.59988 1.50421 0.13
H 1.74076 -0.82070 -0.04652 0.16
H -1.88065 1.66338 0.23479 0.22
```

---

no.,total energy (eV)
1,-33832.09640
2,-16142.32688
3,-9372.18138
4,-8458.51973
5,-117953.90145
6,-8368.39486
7,-75327.66926
8,-7201.82178